{"formula": "C48H111F12N4O2P4", "method": "ωB97M-V with the def2-TZVPD basis set", "total_charge": 2, "e_tot_ha": -4828.49581, "orbital_gap_ev": [1.67, 6.25], "multiplicity": 2, "species": ["C", "C", "N", "C", "C", "N", "C", "C", "H", "H", "H", "H", "H", "H", "H", "H", "H", "H", "H", "C", "C", "C", "C", "P", "C", "C", "C", "C", "C", "C", "C", "C", "C", "C", "C", "C", "H", "H", "H", "H", "H", "H", "H", "H", "H", "H", "H", "H", "H", "H", "H", "H", "H", "H", "H", "H", "H", "H", "H", "H", "H", "H", "H", "H", "H", "H", "H", "H", "H", "H", "H", "H", "C", "C", "C", "C", "P", "C", "C", "C", "C", "C", "C", "C", "C", "C", "C", "C", "C", "H", "H", "H", "H", "H", "H", "H", "H", "H", "H", "H", "H", "H", "H", "H", "H", "H", "H", "H", "H", "H", "H", "H", "H", "H", "H", "H", "H", "H", "H", "H", "H", "H", "H", "H", "H", "C", "N", "C", "C", "C", "C", "O", "H", "H", "H", "H", "H", "H", "H", "H", "H", "H", "H", "H", "H", "H", "C", "N", "C", "C", "C", "C", "O", "H", "H", "H", "H", "H", "H", "H", "H", "H", "H", "H", "H", "H", "H", "P", "F", "F", "F", "F", "F", "F", "P", "F", "F", "F", "F", "F", "F"], "positions_angstrom": [[-7.870430, 10.087040, -2.929060], [-6.702590, 10.988940, -2.895630], [-6.675290, 11.779990, -4.137080], [-5.608560, 12.575030, -4.702920], [-5.981230, 13.012840, -5.918610], [-7.192920, 12.523250, -6.219440], [-7.663010, 11.860480, -5.051810], [-7.889630, 12.707010, -7.435040], [-7.879360, 9.456640, -3.818230], [-8.841210, 10.573290, -2.832870], [-7.751050, 9.478610, -2.032590], [-5.793730, 10.390050, -2.837290], [-6.661830, 11.611890, -2.002110], [-4.792140, 12.895890, -4.072930], [-5.497900, 13.628030, -6.663150], [-8.647560, 11.418720, -5.008150], [-8.100490, 13.747630, -7.681480], [-8.815400, 12.132880, -7.473090], [-7.201970, 12.423180, -8.231700], [-0.955080, 4.726210, -2.949400], [-0.661360, 3.910040, -4.227080], [0.242270, 4.525400, -5.354170], [-0.127520, 5.935660, -5.852810], [1.164980, 6.838230, -6.785430], [1.531900, 6.176190, -8.376280], [2.873630, 6.775360, -8.903150], [2.974760, 6.699730, -10.474200], [4.434280, 7.013210, -10.955390], [0.507570, 8.494170, -6.950150], [-0.883870, 8.607740, -7.716830], [-1.565840, 9.882040, -7.599600], [-0.735250, 11.128590, -8.017790], [2.708900, 6.769410, -5.804750], [2.501330, 7.326490, -4.376250], [3.324010, 6.677860, -3.212630], [2.822770, 7.042430, -1.866530], [-1.424000, 4.137840, -2.160710], [-1.465610, 5.671630, -3.132830], [-0.017390, 5.166010, -2.609670], [-1.606040, 3.853350, -4.767880], [-0.429110, 2.865420, -4.019890], [0.076650, 3.901320, -6.232340], [1.259120, 4.644120, -4.979960], [-0.379360, 6.652650, -5.071390], [-0.909520, 5.846820, -6.606930], [0.722930, 6.347130, -9.086530], [1.618170, 5.118580, -8.127040], [3.811970, 6.360190, -8.535400], [2.977920, 7.852810, -8.775410], [2.258580, 7.272290, -11.063570], [2.883360, 5.691150, -10.877330], [4.623210, 6.708200, -11.984650], [5.114540, 6.431590, -10.333240], [4.636150, 8.060770, -10.731880], [1.213630, 9.088620, -7.529990], [0.331810, 8.935280, -5.969010], [-1.521800, 7.747860, -7.512490], [-0.719390, 8.338640, -8.760210], [-1.926250, 9.927070, -6.571890], [-2.490220, 9.967250, -8.170890], [-0.748180, 11.024180, -9.102710], [0.259540, 11.243610, -7.587370], [-1.288720, 12.051680, -7.845510], [3.528730, 7.259900, -6.329540], [2.991270, 5.717810, -5.754800], [1.451130, 7.259290, -4.092260], [2.735510, 8.390920, -4.392080], [4.400330, 6.821720, -3.307100], [3.207950, 5.595690, -3.272200], [3.013340, 8.103150, -1.703210], [3.313310, 6.428880, -1.110860], [1.744970, 6.973350, -1.719300], [-5.708340, 9.795290, -9.252700], [-6.949020, 8.953560, -9.402040], [-6.730900, 7.477450, -8.936320], [-5.717300, 6.775950, -9.838760], [-5.473950, 4.999110, -9.347990], [-4.370340, 4.890190, -7.925300], [-4.262610, 5.936570, -6.812760], [-5.454300, 5.966190, -5.886660], [-5.431190, 4.744680, -4.918650], [-4.652940, 4.086870, -10.844370], [-5.505190, 4.066080, -12.108160], [-4.975650, 2.995050, -13.149890], [-5.765840, 2.969320, -14.499430], [-7.020200, 4.070350, -9.066420], [-7.027380, 2.500790, -8.873090], [-8.468360, 1.896660, -8.767220], [-8.343040, 0.426730, -8.491450], [-5.230270, 9.700870, -8.277700], [-5.887100, 10.849300, -9.465330], [-4.961640, 9.396150, -9.939150], [-7.297180, 8.935230, -10.434780], [-7.692640, 9.429530, -8.762830], [-7.609350, 6.844810, -8.809060], [-6.309550, 7.511790, -7.931630], [-4.806840, 7.375200, -9.830400], [-6.119470, 6.683340, -10.847610], [-3.418640, 5.023410, -8.439710], [-4.408740, 3.926620, -7.417210], [-4.088240, 6.936320, -7.210520], [-3.370620, 5.738610, -6.218400], [-6.375410, 5.971140, -6.469440], [-5.387600, 6.858670, -5.264470], [-4.441590, 4.612070, -4.481380], [-5.637560, 3.796320, -5.414770], [-6.169730, 4.756780, -4.117080], [-4.477460, 3.045450, -10.574610], [-3.675950, 4.545250, -10.997550], [-5.497960, 5.048370, -12.580550], [-6.561850, 3.878920, -11.916990], [-4.999360, 1.986660, -12.736730], [-3.920370, 3.110780, -13.397080], [-6.027700, 3.943290, -14.912860], [-6.749760, 2.509150, -14.408610], [-5.275180, 2.378610, -15.273000], [-7.686770, 4.363400, -9.877540], [-7.493130, 4.483280, -8.175400], [-6.383130, 2.169970, -8.058470], [-6.552150, 1.926900, -9.668650], [-8.896980, 2.080060, -9.752490], [-9.073510, 2.416480, -8.024470], [-8.190550, 0.236790, -7.429010], [-7.477940, 0.004560, -9.002790], [-9.148650, -0.273380, -8.712720], [0.725500, 12.277170, -3.799840], [0.228330, 13.771910, -3.958970], [-1.245680, 13.856210, -3.497960], [0.998160, 14.710200, -3.057250], [0.281260, 14.153930, -5.437760], [1.575480, 14.667240, -5.980130], [2.605060, 13.751670, -5.767030], [0.618430, 12.062370, -2.736590], [1.691330, 12.101540, -4.273560], [-0.022240, 11.702810, -4.346740], [-1.656320, 14.851680, -3.666840], [-1.286860, 13.427290, -2.496740], [-1.830190, 13.256520, -4.195680], [0.577300, 15.704490, -3.206760], [2.062060, 14.678200, -3.292170], [0.878870, 14.455870, -2.004070], [-0.429780, 14.979580, -5.466500], [-0.067000, 13.294450, -6.010560], [1.984720, 15.628140, -5.668230], [1.610000, 14.893490, -7.045840], [3.049900, 13.493170, -6.577520], [-2.288530, 9.537910, 0.271260], [-1.571440, 10.841060, 0.784840], [-1.709020, 12.061260, -0.189150], [-2.253490, 11.215960, 2.099920], [-0.123800, 10.425550, 1.072540], [0.036380, 9.333020, 2.152710], [-0.346570, 8.149530, 1.586110], [-1.550150, 9.021110, -0.341780], [-3.129700, 9.930460, -0.300100], [-2.695560, 9.001470, 1.128380], [-2.757760, 12.144070, -0.474430], [-1.189340, 11.808570, -1.113370], [-1.285330, 13.000810, 0.165580], [-2.438680, 10.340320, 2.722060], [-3.178960, 11.693700, 1.778420], [-1.627740, 11.941740, 2.619310], [0.378530, 11.348200, 1.363220], [0.343190, 10.057060, 0.159180], [-0.286330, 9.663940, 3.139850], [1.086710, 9.167100, 2.392240], [-0.086510, 7.446110, 2.185420], [-2.655940, 9.697190, -3.816100], [-2.303570, 11.002290, -4.704890], [-3.838030, 9.371700, -4.765200], [-1.721470, 8.716350, -4.752200], [-3.274540, 8.418690, -3.020640], [-1.366860, 9.884830, -2.771580], [-3.614330, 10.790890, -2.911110], [-5.065410, 14.425070, -0.832440], [-4.776670, 12.922860, -1.449430], [-6.551140, 13.994340, -0.393370], [-4.540730, 13.860570, 0.638470], [-5.319900, 15.980840, -0.242780], [-3.518780, 14.934940, -1.046630], [-5.670230, 14.836390, -2.349850]], "atomic_forces_ev_per_a": [[-0.76, -0.88, 0.85], [0.91, 0.91, -0.95], [2.48, 1.59, -0.13], [-0.28, -0.45, 1.64], [1.18, 0.20, -0.21], [-1.68, -0.71, 1.66], [-2.26, -0.63, -2.06], [0.30, 0.24, -0.61], [0.04, -0.06, 0.09], [0.08, 0.20, -0.11], [-0.29, -0.41, -0.07], [0.06, -0.01, -0.26], [-0.32, 0.33, -0.15], [0.01, -0.26, -0.17], [0.35, 0.09, 0.38], [0.30, 0.10, 0.04], [-0.34, 0.26, 0.42], [0.20, -0.05, 0.03], [-0.16, -0.51, -0.48], [1.43, 0.61, -0.70], [-1.38, 0.99, -0.99], [-0.18, 0.58, 1.08], [0.31, -0.12, -0.45], [-0.26, 0.37, 1.46], [1.16, 0.03, -0.04], [-0.29, 0.36, -2.61], [1.54, -1.20, -0.61], [-0.84, 0.21, 1.24], [-1.28, 0.72, -0.70], [1.60, -3.03, -1.26], [-0.76, 2.45, 1.59], [-1.09, -0.62, -0.39], [-0.21, 0.09, 0.41], [0.58, 0.13, 0.53], [-0.57, -1.17, -1.71], [-0.14, 1.15, 0.89], [0.02, 0.18, -0.16], [-0.85, -0.35, -0.26], [0.45, -0.53, 0.63], [-0.51, -0.32, 0.12], [0.55, 0.20, 0.03], [0.93, -0.44, 0.17], [0.29, -0.85, -0.26], [-0.48, -0.07, 0.02], [-0.53, 0.29, 0.33], [-0.02, -0.10, 0.08], [0.12, -0.34, -0.65], [-0.44, -0.44, 0.41], [-0.38, 0.18, 0.74], [-0.19, 0.39, 0.55], [-0.64, -0.43, 0.58], [-0.20, 0.45, 0.02], [0.12, -0.07, -0.02], [0.34, 0.09, -0.54], [0.24, 0.10, 0.27], [0.32, -0.03, 0.18], [-0.34, 0.20, 0.99], [0.65, 0.45, -0.54], [0.19, 0.48, -0.10], [0.03, -0.51, -0.29], [0.91, 0.36, -0.19], [0.05, -0.26, -0.13], [-0.12, -0.07, 0.29], [-0.14, 0.14, -0.02], [-0.08, -0.21, -0.08], [-0.11, -0.06, 0.07], [-0.09, 0.16, -0.02], [-0.02, 0.39, -0.08], [-0.04, -0.29, -0.40], [0.31, 0.09, 0.44], [-0.01, 0.28, 0.13], [-0.12, -0.46, -0.31], [0.90, -0.50, -0.42], [-0.59, -0.82, 0.80], [0.41, 0.60, 0.43], [-0.76, -1.06, 0.36], [0.53, -0.86, -1.24], [1.15, 0.35, 0.18], [-0.67, 0.74, -0.15], [0.09, -0.89, 1.30], [-0.17, -0.19, -0.49], [-0.65, 0.46, 1.26], [0.44, -0.34, -1.23], [-0.69, 0.37, -0.57], [-0.50, -0.07, 0.51], [-0.42, -0.44, 0.33], [0.16, 0.12, -0.19], [0.78, 0.86, -0.57], [0.32, -1.25, 0.75], [-0.36, 0.13, 0.34], [0.04, -0.12, -0.05], [0.28, 0.48, -0.35], [-0.13, 0.22, -0.02], [-0.42, -0.31, -0.15], [-0.46, 0.45, -0.40], [0.08, 0.18, 0.11], [0.33, -0.60, -0.20], [0.14, 0.25, -0.25], [0.41, -0.67, -0.16], [-0.07, -0.32, -0.57], [-0.09, 0.11, -0.30], [0.14, -0.29, -0.06], [-0.16, 0.17, 0.19], [-0.24, 0.17, -0.16], [0.05, 0.26, 0.18], [-0.02, -0.07, -0.39], [0.06, 0.49, -0.01], [0.04, 0.02, 0.53], [0.00, 0.10, -0.11], [0.14, 0.07, -0.14], [-0.02, -0.31, 0.22], [-0.31, -0.01, 0.34], [0.11, 0.59, 0.21], [0.57, 0.26, 0.09], [-0.04, -0.23, 0.43], [0.31, 0.16, 0.14], [-0.09, -0.14, -0.22], [0.05, 0.19, 0.15], [-0.26, 0.45, 0.67], [-0.03, 0.52, -0.69], [-0.36, -0.02, 0.02], [0.01, 0.00, 0.01], [0.29, 0.20, 0.15], [0.12, 0.03, -0.09], [-0.46, 0.65, -0.43], [-1.49, 1.35, -0.30], [0.47, -1.02, 0.48], [0.49, -0.88, -1.27], [0.11, -0.01, -0.57], [-0.68, 1.09, 0.64], [1.77, 0.74, -1.02], [0.98, -1.51, 0.71], [0.44, -0.16, -0.16], [0.05, 0.56, 0.48], [-0.06, -0.09, 0.17], [0.50, 0.23, 0.77], [-0.28, 0.53, -0.15], [0.10, -0.47, 0.25], [0.21, 0.01, -0.03], [-0.13, 0.03, -0.18], [-0.28, -0.31, -0.21], [-0.22, -0.12, -0.54], [-0.13, 0.07, 0.17], [-0.81, 0.26, 1.13], [-1.35, -0.33, -0.33], [-0.07, 0.15, -0.02], [-0.24, 2.17, -0.47], [0.05, -0.90, 0.85], [0.25, -1.66, -0.34], [0.08, 0.53, -0.96], [-0.05, 0.67, 0.48], [1.92, 1.80, -0.26], [-1.37, -1.72, 0.10], [-0.58, -0.15, 0.14], [0.05, -0.34, -0.31], [0.57, -0.09, -0.23], [-0.11, 0.23, 0.37], [0.12, -0.41, 0.11], [-0.22, -0.32, 0.74], [0.10, 0.14, -0.24], [-0.14, -0.02, 0.39], [-0.08, -0.02, -0.02], [0.12, -0.07, 0.17], [-0.30, 0.07, -0.16], [-1.26, -0.37, 0.00], [0.68, 0.97, -0.39], [-0.10, -0.34, -0.07], [-1.98, 0.52, 1.65], [1.37, -0.19, 0.07], [-1.76, 0.77, -2.37], [0.66, 0.29, 0.58], [1.72, 0.17, 1.65], [-1.10, 0.03, -0.92], [1.75, -1.82, -0.35], [-1.46, 1.51, 0.80], [0.58, 0.69, 0.16], [0.28, 0.03, -0.26], [-0.04, 0.21, -0.36], [-0.07, -1.93, -0.69], [-0.23, -0.80, -1.36], [1.57, -0.01, 1.71]]}